The following is a DFT calculation (ωB97M-V/def2-TZVPD) of a cluster of 10 separate species, C39H80N10O12 in total at a distorted geometry.

## Properties
E_LUMO (alpha / beta): -8.890 / -10.745 eV
charge: +3
expectation value of S²: 0.7540
multiplicity: 2

Each line ends with the Mulliken spin population.
Positions of all 141 atoms, in Å:
C1 34.59338 6.73463 8.38031  0.00
N1 33.13165 6.57981 8.38980  0.00
C2 32.55681 6.20360 9.54068  0.00
C3 31.14120 6.07416 9.61555  0.00
C4 30.32320 6.67898 8.64260  0.00
C5 30.92775 7.03318 7.42412  0.00
C6 32.33891 7.06689 7.42241  0.00
C7 28.89256 6.91585 9.00430  0.00
C8 28.11211 7.67585 8.09669  0.00
C9 26.73481 7.89654 8.29778  0.00
N2 26.16050 7.38819 9.37783  0.00
C10 26.90520 6.62899 10.25137  0.00
C11 28.28264 6.47004 10.10312  0.00
C12 24.68252 7.58915 9.62851  0.00
H1 34.98567 5.89337 8.95170  0.00
H2 34.94219 7.69898 8.74970  0.00
H3 34.82214 6.52016 7.33639  0.00
H4 33.17019 5.96577 10.39719  0.00
H5 30.71444 5.39745 10.34104  0.00
H6 30.38986 7.42449 6.57326  0.00
H7 32.90149 7.38244 6.55619  0.00
H8 28.37483 7.89592 7.07252  0.00
H9 26.05885 8.31298 7.56561  0.00
H10 26.45585 6.35378 11.19410  0.00
H11 28.70769 5.77344 10.81056  0.00
H12 24.45274 7.29714 10.65321  0.00
H13 24.13826 6.94051 8.94212  0.00
H14 24.47966 8.62524 9.35745  0.00
C13 25.96047 11.73969 2.51343  0.00
C14 25.12952 10.42132 2.52252  0.00
O1 24.26752 10.22653 1.68844  0.00
N3 25.33338 9.58964 3.79814  0.00
H15 26.30511 9.57504 4.07316  0.00
H16 24.73337 9.88550 4.55481  0.00
C15 24.87104 8.15340 3.45737  0.00
H17 25.82395 12.22698 3.47883  0.00
H18 25.65380 12.26383 1.60826  0.00
H19 27.04744 11.69340 2.44670  0.00
H20 24.97504 7.57137 4.37308  0.00
H21 25.34315 7.82320 2.53209  0.00
H22 23.79129 8.18173 3.31097  0.00
C16 30.00313 10.48567 5.28730  0.00
C17 28.67077 10.05689 4.57534  0.00
O2 28.64490 9.97186 3.35874  0.00
O3 27.67960 9.80043 5.24849  0.00
H23 30.35508 9.82418 6.07892  0.00
H24 29.75232 11.45622 5.71538  0.00
H25 30.86004 10.79782 4.69034  0.00
O4 33.59837 11.57606 4.88106  0.00
C18 33.20587 12.60025 4.42079  0.00
N4 33.39053 12.85532 3.16598  0.00
C19 32.35039 13.57589 5.22982  0.00
H26 32.98062 13.65951 2.71284  0.00
H27 33.94974 12.17588 2.67024  0.00
H28 31.59038 12.99203 5.74905  0.00
H29 31.88834 14.38598 4.66557  0.00
H30 33.07822 13.97890 5.93404  0.00
O5 30.51864 12.97401 10.05457  0.00
C20 31.00058 13.80704 9.32648  0.00
N5 30.39797 14.05118 8.18041  0.00
C21 32.40540 14.41364 9.42686  0.00
H31 29.70793 13.36179 7.91832  0.00
H32 30.33312 14.99374 7.82336  0.00
H33 32.51502 15.07730 8.56917  0.00
H34 33.11948 13.59011 9.42875  0.00
H35 32.58208 15.10416 10.25151  0.00
O6 31.43068 14.86668 1.69163  0.00
C22 30.92355 13.88428 1.09339  0.00
N6 30.80683 12.69466 1.71920  0.00
C23 30.45120 14.14374 -0.30057  0.00
H36 31.04773 12.52153 2.68465  0.00
H37 30.70257 11.86634 1.15075  0.00
H38 29.40749 13.82960 -0.30924  0.00
H39 31.00772 13.62353 -1.08016  0.00
H40 30.54432 15.21984 -0.44701  0.00
O7 24.47028 11.71868 9.29950  0.00
C24 25.44936 11.35408 8.62247  0.00
N7 25.26006 10.47295 7.67823  0.00
C25 26.80048 12.00360 8.68157  0.00
H41 25.99609 10.18909 7.04752  0.00
H42 24.43264 9.91256 7.53182  0.00
H43 26.68321 13.08576 8.62429  0.00
H44 27.48252 11.68323 7.89400  0.00
H45 27.23532 11.73456 9.64418  0.00
O8 32.30964 6.89758 3.77018  0.00
C26 31.83154 7.43142 2.80701  0.00
N8 31.12356 6.64545 1.97698  0.00
C27 32.17024 8.89073 2.55160  0.00
H46 30.30034 7.04795 1.55224  0.00
H47 30.89748 5.72782 2.33328  0.00
H48 31.80767 9.33883 3.47671  0.00
H49 31.55966 9.29260 1.74303  0.00
H50 33.21870 9.16738 2.44071  0.00
C28 29.47055 3.81151 1.26196  0.00
O9 30.86383 3.72527 1.04647  0.00
C29 31.35493 3.15992 -0.14299  0.00
C30 31.05097 4.07915 -1.27528  0.04
N9 31.26936 5.49816 -0.92323  0.80
C31 30.52782 6.44168 -1.72000  0.04
C32 30.32318 7.75863 -1.00340  0.00
O10 29.38639 7.37845 -0.05302  0.01
C33 28.53887 8.43453 0.35986  0.00
H51 28.88455 2.91315 1.45594  0.00
H52 29.09971 4.39108 0.41657  0.00
H53 29.25195 4.41048 2.14602  0.00
H54 30.99332 2.14905 -0.33135  0.00
H55 32.44328 3.10204 -0.12760  0.00
H56 30.01773 3.93130 -1.58939  0.03
H57 31.73176 3.84292 -2.09309  0.02
H58 30.96952 5.56881 0.03865  -0.03
H59 29.62173 5.93583 -2.05349  0.04
H60 31.04331 6.61457 -2.66470  0.04
H61 29.90486 8.50440 -1.67936  0.00
H62 31.19516 8.16803 -0.49336  0.00
H63 27.94060 8.82234 -0.46462  0.00
H64 29.10927 9.30064 0.69540  0.00
H65 27.92284 8.26368 1.24271  0.00
C34 27.68907 13.62004 5.67563  0.00
O11 27.08476 14.61136 6.49642  0.00
C35 27.62944 15.90720 6.31054  0.00
C36 26.82822 16.85377 7.21509  0.00
N10 27.33688 18.27420 7.19016  0.00
C37 26.39115 19.13363 7.69653  0.00
C38 26.91256 20.55542 7.91555  0.00
O12 27.59158 20.59854 9.08115  0.00
C39 28.63135 21.56377 9.20024  0.00
H66 27.49386 13.79246 4.61720  0.00
H67 27.16033 12.69093 5.88847  0.00
H68 28.76620 13.55097 5.82761  0.00
H69 27.71767 16.08537 5.23882  0.00
H70 28.68520 15.93663 6.57999  0.00
H71 26.77665 16.49266 8.24224  0.00
H72 25.92821 16.68842 6.62286  0.00
H73 28.04062 18.28689 7.91452  0.00
H74 25.76463 18.83182 8.53587  0.00
H75 25.75458 19.31471 6.83045  0.00
H76 26.02482 21.18712 7.88404  0.00
H77 27.40835 20.89321 7.00550  0.00
H78 29.11326 21.32769 10.14898  0.00
H79 28.37249 22.62054 9.13460  0.00
H80 29.41155 21.42887 8.45111  0.00

Atomic forces in eV per Å
0.0843 -1.0888 -1.0618
-1.3629 1.7419 2.0461
-2.3788 -1.2221 0.0103
1.6474 0.3311 -0.6869
0.5025 -0.7927 0.3475
1.4272 0.7296 1.5282
-0.4613 -0.8364 -1.6619
0.6570 1.7013 -3.9047
-1.6644 -0.5302 -0.3802
1.6132 -0.9956 -0.2678
-0.0967 -1.2941 2.0730
0.0995 1.8794 -0.0727
-2.3414 -1.7920 1.8480
0.7516 -0.2524 -0.6197
0.1435 0.3044 0.1162
-0.2387 -0.0763 -0.1649
0.6998 0.4950 0.0956
0.2123 -0.3116 -0.2032
0.0993 0.6824 0.6948
0.1480 0.0465 -0.0122
-0.2539 0.1677 -0.3340
0.7300 0.5095 0.1505
0.4637 0.1058 0.1029
-0.4273 -0.3074 -0.2518
0.3507 0.3364 0.1901
0.0187 0.4098 -0.1464
0.0456 -0.0824 0.0583
-0.1683 -0.0315 0.6031
-0.0948 -1.2100 -0.2476
-0.5866 3.1602 -1.6765
2.1045 -0.9653 2.6822
-2.2873 -2.3633 -2.8191
1.7826 0.4579 0.9229
-0.0095 0.7105 0.2370
-0.7144 0.9404 0.8401
-0.5250 0.4043 -0.1634
-0.4073 0.3591 0.5404
0.1026 -0.9689 0.0534
0.7158 -0.3053 -0.4148
0.1980 -0.1622 0.5230
0.1025 0.2485 -0.3622
-0.8328 0.9174 -0.0902
3.0100 0.0971 -0.4446
0.5389 0.0636 -2.5891
-2.7483 -0.7172 3.0240
-0.2604 -0.0130 0.0427
-0.1817 -0.0713 0.7033
-0.1699 -0.7182 -0.5837
1.1307 -2.8767 2.0567
-2.2802 1.4546 1.0988
0.5144 1.0164 -2.9011
0.6892 -0.2665 -0.1789
0.2135 0.1767 -0.1894
-0.0362 0.3414 -0.2045
0.1670 0.1467 0.1762
0.1384 -0.0501 -0.1233
-0.3941 0.2152 0.3458
0.2752 -0.9030 1.2347
1.6884 -0.4897 1.3021
-1.2235 0.8049 -2.6955
-0.7843 0.9611 0.0720
-0.4654 0.6098 0.2277
0.1596 -0.2994 -0.3261
0.4310 -0.3885 -0.2684
0.0209 0.2158 -0.0371
-0.1872 -0.5697 0.4972
-0.7732 -1.9376 -0.2886
2.0531 3.1018 1.5826
-0.7261 -1.2490 -0.8872
-0.4641 -0.5007 0.1367
0.1848 0.5041 -0.3105
-0.2799 0.1364 0.1756
-0.1353 0.1037 -0.5113
-0.0037 -0.1439 0.1088
-0.1168 -0.2370 -0.0743
1.9373 -0.8226 -0.3807
-2.4134 3.5223 2.3910
0.3836 -3.5551 -3.4841
0.1881 -0.1931 0.4047
0.4313 0.5783 0.0542
-0.4758 0.8173 0.5821
-0.0450 -0.0689 0.1062
-0.0772 -0.1356 -0.0444
0.1523 0.2535 0.0705
0.8725 -0.5161 2.1652
1.8853 0.3937 0.2900
-1.7078 -0.0425 -1.5600
-1.6086 -0.1040 -0.0187
0.1263 0.2767 -0.3625
0.4975 0.0204 0.4342
0.1741 0.4070 -0.1119
0.1420 0.1848 -0.1348
-0.0391 -0.6193 -0.0271
-0.4722 0.6914 -0.5244
0.7318 -0.3615 1.4481
0.3021 -0.0016 0.3255
1.1536 0.1097 -1.1066
-3.4455 -1.7842 -0.7943
2.2387 1.1195 -1.2124
-0.5456 -0.5796 -0.2970
-1.8242 -0.0332 1.3315
0.0110 1.6758 0.1766
0.5019 -0.5266 -0.5968
-0.9417 -0.2126 -0.0447
0.5702 0.1782 0.0967
-0.2268 0.0253 -0.0983
0.0089 -0.1156 0.8896
-0.1048 0.4896 -0.3351
-0.3119 -0.0734 -0.4562
1.2293 0.6570 1.5209
-0.4021 0.1831 0.3080
0.3791 -0.0984 -0.2633
0.1091 0.0223 -0.1955
0.4344 -0.0848 -0.3351
-0.2657 -0.3889 -0.1543
0.5030 0.0856 0.0224
0.0644 -0.9394 -0.2416
-1.0197 0.4495 0.2102
0.3272 -0.6710 -0.1573
1.6380 -0.2415 0.7522
0.6958 0.4681 -2.0819
1.8303 -3.7143 0.2250
-2.6583 3.3587 -1.3554
-1.8575 -0.6474 -1.6427
1.6429 0.7871 1.4777
0.6754 -0.5984 0.2025
0.1758 0.4209 -0.2920
0.3584 -0.1824 0.2706
0.1469 -0.1133 0.0941
-0.8753 0.8077 -0.1659
0.5031 -0.3396 0.4793
-0.2625 -0.3774 -0.1578
-1.0813 1.0966 1.0286
0.9213 -0.2692 -0.1067
0.1438 -0.3129 0.3274
-0.9995 -0.0993 0.1697
-0.3247 0.3504 0.6193
0.9681 -0.1944 0.0500
-0.1613 0.3792 0.0977
-0.6922 -0.0655 0.2303
-0.0489 -0.2944 -0.4049

=====

The following is a DFT calculation (ωB97M-V/def2-TZVPD) of the molecule C6H12.

## Properties
E_LUMO: 1.146 eV
SMILES: C[C@H]1[C@@H](C)[C@H]1C
energy above the lowest of the compared OMol25 structures with the same formula, charge and spin: 1.148 eV
multiplicity: 1

Each line ends with the Löwdin charge.
Positions of all 18 atoms, in Å:
C1 0.73017 -1.61912 -0.55375  -0.07
C2 0.76778 -0.14821 -0.90024  -0.28
C3 0.76934 0.92600 0.16466  -0.26
C4 0.52826 0.65220 1.63732  -0.06
C5 -0.41704 0.76398 -0.74890  -0.29
C6 -1.74816 0.20055 -0.30895  -0.08
H1 0.23410 -2.20572 -1.33677  0.08
H2 0.21048 -1.81439 0.38977  0.06
H3 1.75251 -1.99862 -0.44405  0.08
H4 1.38732 0.06806 -1.76883  0.13
H5 1.42080 1.77052 -0.05733  0.13
H6 0.94766 -0.29338 2.00283  0.07
H7 -0.55379 0.62398 1.80758  0.06
H8 0.93578 1.46771 2.24312  0.07
H9 -0.54930 1.52747 -1.51179  0.13
H10 -1.70397 -0.67992 0.34155  0.07
H11 -2.20831 -0.12720 -1.24054  0.08
H12 -2.40194 0.93934 0.17333  0.08

Atomic forces in eV per Å
-0.0312 -0.0101 0.0619
0.1425 -0.0671 -0.0925
-0.0861 0.1447 0.0714
-0.0165 -0.0209 0.0581
-0.1036 0.0614 -0.1963
-0.0683 -0.0720 -0.1282
0.0785 0.0981 0.1182
0.0665 0.0376 -0.1560
-0.1537 0.0119 -0.0162
0.0112 -0.0065 0.1866
-0.1737 -0.1368 0.1128
0.0281 0.1961 -0.1039
0.2423 -0.0407 0.2642
-0.0363 -0.1895 -0.0490
0.1670 -0.1089 -0.0029
0.1944 0.2424 -0.0806
-0.4423 -0.0614 0.0983
0.1812 -0.0783 -0.1459

=====

| no. | total energy (eV) |
| --- | --- |
| 1 | -81181.4854 |
| 2 | -6415.7926 |